ORCA calculation (ωB97M-V/def2-TZVPD) on a 3-piece molecular cluster, C17H25Cl4N3 overall.

Each line ends with the natural charge from an NBO analysis.
Positions of all 49 atoms, in Å:
H -1.0684 -2.7412 -0.2513  0.19
H -0.7809 -2.3521 -1.9484  0.20
H -6.1573 1.0758 5.2193  0.22
H 1.7359 0.3218 -2.0374  0.23
N -2.7911 -2.3930 -1.4727  -0.83
H -0.0740 3.8347 0.1271  0.22
H 8.1572 -0.3275 -2.1063  0.22
C 1.8407 -1.4493 0.4448  -0.62
H -4.4641 -0.4662 4.1598  0.23
H 3.3448 -1.1934 -2.6222  0.21
C 3.2730 -1.6959 -1.6576  -0.60
H -3.8209 3.4390 2.1944  0.22
Cl -5.9613 -1.8787 3.0193  -0.06
H -3.9580 1.0925 1.4963  0.23
H 1.6568 -0.4246 0.7646  0.22
C 1.0490 -0.4972 -1.8174  -0.45
Cl 6.0997 -0.2878 -4.1318  -0.06
C -6.3950 0.4711 4.3459  -0.39
C -3.0367 3.0184 1.5796  -0.21
Cl -6.1567 1.5042 2.9130  -0.06
C -3.1269 1.7124 1.1942  -0.21
H -3.3845 -2.5081 -0.6644  0.37
C -5.5037 -0.7439 4.3148  -0.39
C -1.2472 -0.6730 -0.6782  0.20
H 6.2087 1.8187 -3.0859  0.23
C -2.1149 1.1310 0.4096  0.17
H -7.4452 0.1947 4.3844  0.22
N 0.0084 1.3668 -0.7170  -0.39
H 1.1229 -2.1239 0.9108  0.21
H 8.1247 1.3406 -1.5146  0.22
H 3.5587 -2.7390 -1.7929  0.21
H 1.3638 -2.5627 -1.3055  0.19
C 1.8435 -1.6050 -1.0895  -0.21
H 0.6953 -0.8628 -2.7855  0.22
H 7.7209 1.3902 -3.9013  0.22
Cl 6.2775 0.1093 -0.7586  -0.06
H 3.9998 -1.2357 -0.9898  0.21
C -0.9385 3.2542 0.4220  -0.20
C -1.9285 3.7990 1.1843  -0.21
N -2.2189 -0.1738 0.0305  -0.40
C 6.9288 1.0218 -3.2519  -0.39
H -2.8396 -3.2204 -2.0489  0.36
C -1.0058 1.9070 0.0204  0.09
C -1.4071 -2.1188 -1.0900  -0.26
H -1.8484 4.8352 1.4830  0.21
H 2.8178 -1.7326 0.8408  0.21
C -0.0912 0.1056 -1.0428  0.22
C 7.5266 0.5444 -1.9544  -0.39
H -5.5897 -1.2817 5.2573  0.22

largest force on an atom	0.5	eV/Å
SMILES	CC(C)Cc1nc2ccccc2nc1CN.ClCCCl.ClCCCl
total charge	0
Kohn-Sham gap	9.11	eV